(1)
29
Properties=species:S:1:pos:R:3:forces:R:3 method="wB97M-V/def2-TZVPD" total_charge=0 orbital_gap_ev=9.288 homo_ha=-0.3725 e_lumo_ev=-0.8
C 4.975903 0.634947 -1.328610 0.126 -0.063 0.308
C 3.606128 0.167823 -0.956798 0.298 -0.365 -0.079
Br 3.307976 -1.680437 -1.197943 0.033 -0.210 0.017
C 2.637886 0.912279 -0.453378 -0.156 -0.119 -0.056
Br 2.942222 2.724970 -0.135671 -0.138 0.296 -0.022
N 1.319494 0.359025 -0.112773 0.080 1.168 0.243
C 0.410333 1.258352 0.702633 -1.080 -0.392 0.545
C -0.874238 0.435880 0.797118 -0.165 -0.051 -0.800
C -0.883136 -0.400023 -0.517321 0.431 0.303 0.279
C 0.411885 -0.008541 -1.244297 -0.861 -1.270 -0.120
H 5.660480 -0.208243 -1.324076 0.018 -0.015 -0.135
H 5.344533 1.354885 -0.596425 -0.079 0.069 -0.132
H 4.976122 1.092458 -2.317450 -0.007 0.030 -0.016
H 1.453735 -0.464548 0.479979 0.132 -0.211 -0.236
H 0.841319 1.459294 1.677257 0.269 0.246 -0.127
H 0.180916 2.150995 0.130022 0.562 0.141 -0.001
H -1.769331 1.049841 0.802069 0.097 0.178 0.380
H -0.903571 -0.208810 1.669825 -0.003 0.010 0.002
H -1.718598 -0.204399 -1.181500 -0.220 -0.054 0.269
H -0.895822 -1.449610 -0.236505 -0.020 -0.106 -0.327
H 0.777288 -0.873381 -1.787543 0.404 0.286 -0.128
H 0.271265 0.840257 -1.905880 0.317 0.230 0.131
F -4.530106 -2.310933 -0.006259 -0.070 0.232 0.070
P -4.606615 -1.285253 1.297644 -0.355 -0.127 0.073
F -5.491550 -1.147032 2.681858 0.241 -0.059 -0.094
F -4.430062 0.366513 1.443801 0.118 -0.141 -0.110
F -4.026456 -2.592498 2.135217 -0.167 0.179 -0.036
F -6.025410 -0.900266 0.550078 0.199 -0.150 0.013
F -2.962590 -1.073546 0.934927 -0.005 -0.036 0.090

---

(2)
24
Properties=species:S:1:pos:R:3:forces:R:3 method="wB97M-V/def2-TZVPD" relative_energy_ev=4.164 total_charge=0 orbital_gap_ev="8.044 / 6.829" homo_ha="-0.2975 / -0.2780" e_lumo_ev="-0.1 / -0.7"
C 0.736440 -1.484402 -1.022805 1.064 -1.331 0.762
C -1.887665 1.476004 0.347057 -1.614 0.047 1.585
C -2.129253 0.565097 -0.831647 0.452 -1.606 0.109
C -1.176033 0.580763 1.397988 -0.531 0.035 -2.373
C -0.802395 0.252708 -1.556597 -0.204 2.529 2.031
C 0.163748 0.187364 0.830341 0.102 0.472 2.541
C 0.100617 -0.306430 -0.503017 0.071 -1.433 -3.569
N 1.774014 -1.991076 -0.182431 -2.111 2.686 0.668
N 2.608967 -1.170748 0.509714 1.103 0.971 0.729
N 2.544685 0.130893 0.389556 0.524 0.014 -0.537
O 0.434683 -2.139684 -2.021209 0.195 0.587 0.609
Br 4.143420 1.018833 0.894968 0.253 -0.366 0.077
H -1.315377 2.378017 0.040156 0.007 -0.582 0.369
H -2.889770 1.887005 0.777770 1.588 -0.799 -0.746
H -2.419582 -0.469063 -0.376758 -0.674 1.859 -1.290
H -2.745221 1.083009 -1.540879 -1.088 -0.507 -0.324
H -0.968532 1.086897 2.266941 0.129 1.094 2.297
H -1.662319 -0.359730 1.586625 -1.099 -0.027 0.283
H -0.857894 -0.210646 -2.505108 -0.202 -1.429 -0.382
H -0.436543 1.234995 -1.855840 0.420 0.485 0.150
H 0.671381 1.139647 0.931732 0.787 0.146 -0.545
H 0.655945 -0.476028 1.582204 -0.399 0.266 -0.868
H 2.284688 -2.761174 -0.365377 1.245 -3.393 -1.666
H 3.172004 -1.652248 1.206622 -0.017 0.284 0.090

---

(3)
22
Properties=species:S:1:pos:R:3:forces:R:3 method="wB97M-V/def2-TZVPD" relative_energy_ev=1.704 total_charge=+1 orbital_gap_ev=7.980 homo_ha=-0.4284 e_lumo_ev=-3.7
C -2.948739 -0.430459 0.362508 -1.591 1.775 -0.127
N -2.053779 -0.282090 -0.753937 1.589 -0.703 -2.133
C -0.691278 0.163160 -0.397723 0.673 2.222 -0.208
C -0.040503 0.984589 -1.259236 -2.063 -0.803 -0.718
C 1.244986 1.619056 -1.191331 1.796 1.892 -0.028
C 2.158964 1.466044 -0.169713 -2.607 -0.533 -1.863
C 2.003302 0.476664 0.869379 -0.315 -2.432 -0.756
C 1.782747 -0.872129 0.596770 0.795 2.898 1.438
N 1.401004 -1.788150 1.596399 1.293 -0.792 0.421
Cl 1.854821 -1.391081 -1.078228 0.061 -0.897 1.338
H -2.451195 -0.910267 1.141177 0.729 -0.898 1.292
H -3.213816 0.588950 0.655900 -0.075 -0.246 0.285
H -3.841750 -0.949111 0.066505 -0.293 -0.321 -0.100
H -2.452110 0.321340 -1.525647 0.531 -0.986 0.934
H -1.780600 -1.212778 -1.118870 -1.082 0.316 -0.366
H -0.367548 -0.138641 0.601279 -0.342 -0.025 -0.596
H -0.611127 1.188531 -2.228674 0.763 -0.134 1.307
H 1.424021 2.411644 -2.031172 -0.157 -1.646 1.773
H 2.998882 2.083672 -0.141031 1.235 1.039 0.011
H 2.082001 0.839093 1.883510 0.063 -0.332 0.290
H 1.951791 -2.658067 1.511449 -0.715 0.316 -0.225
H 1.549936 -1.509980 2.610690 -0.285 0.289 -1.967

---

(4)
24
Properties=species:S:1:pos:R:3:forces:R:3 method="wB97M-V/def2-TZVPD" relative_energy_ev=0.000 total_charge=0 orbital_gap_ev=7.483 homo_ha=-0.2733 smiles=C[Si](C)(C)c1cc(O)n(Cl)c1O e_lumo_ev=0.0
C 1.307406 -1.793900 -0.939928 0.469 0.841 -1.935
Si 1.326484 -0.129682 0.073318 -0.734 -0.769 0.438
C 2.008802 -0.338313 1.872452 1.475 1.160 -2.577
C 2.227914 1.365793 -0.656728 -0.818 -0.245 0.006
C -0.532432 0.250114 0.074943 -1.073 -0.719 0.519
C -1.271418 1.312358 -0.574023 0.215 -0.953 1.372
C -2.606151 1.140940 -0.378410 1.231 -0.502 -1.124
O -3.697813 1.792691 -0.813435 -1.058 -3.276 -0.396
N -2.724217 -0.140049 0.169971 -3.514 0.588 0.299
Cl -4.233172 -1.042085 0.014375 1.675 0.784 0.490
C -1.527786 -0.623204 0.524326 2.795 0.582 -0.937
O -1.338200 -1.782329 1.159770 0.491 -0.035 0.444
H 0.419478 -2.027158 -1.607383 0.644 0.725 1.121
H 2.142529 -1.834281 -1.692454 -0.350 0.046 0.807
H 1.434826 -2.631232 -0.293062 0.134 -0.682 0.619
H 1.301129 -0.924500 2.386254 -0.424 -0.895 1.030
H 3.079785 -0.785806 1.749519 -1.933 0.903 0.763
H 1.966827 0.741007 2.202711 0.474 -1.267 0.102
H 1.446437 2.142851 -0.664590 0.230 -0.167 -0.843
H 2.999046 1.854033 -0.096323 0.597 -0.279 0.834
H 2.690898 1.111937 -1.603544 -0.404 0.363 -0.524
H -0.715103 1.981851 -1.136909 0.204 1.824 -0.798
H -3.625375 2.700445 -0.764308 0.566 2.883 0.334
H -2.079883 -2.341484 0.993466 -0.893 -0.911 -0.044

---

(5)
23
Properties=species:S:1:pos:R:3:forces:R:3 method="wB97M-V/def2-TZVPD" relative_energy_ev=3.104 total_charge=+1 orbital_gap_ev="5.652 / 5.664" homo_ha="-0.4774 / -0.4775" e_lumo_ev="-7.3 / -7.3"
C 0.028867 0.557979 0.087539 0.649 0.050 -1.796
C -1.330971 -0.134122 0.172240 1.512 3.889 -0.860
C -1.160361 -1.576799 0.483249 0.194 -1.972 -1.766
C -0.103231 -1.946129 1.554695 0.618 2.367 -3.761
C 1.244331 -1.362508 1.123441 2.480 -0.818 0.849
C 1.153953 0.197987 1.014190 -0.271 -1.482 2.748
C -1.351767 2.465894 -2.571542 3.978 0.544 1.302
N 0.388770 1.359125 -0.866517 -1.406 -0.220 0.568
O 2.348109 0.897661 0.640609 -1.383 -0.080 -0.379
P 2.030676 1.956635 -0.578440 0.587 0.463 0.103
Cl 3.026677 1.105576 -2.148186 -0.180 -0.150 -0.118
H -1.714746 0.436165 1.019260 -0.750 -0.250 0.303
H -1.852586 0.329779 -0.768757 0.421 -1.769 1.578
H -2.098239 -1.882747 0.889755 -0.848 -0.773 -0.222
H -0.917047 -2.129053 -0.518335 -0.584 0.717 1.883
H -0.414908 -1.534572 2.454743 -0.400 0.309 2.037
H 0.038869 -2.970434 1.517825 -0.216 -2.092 0.581
H 2.008996 -1.719719 1.906155 -0.976 1.293 -0.639
H 1.747065 -1.881214 0.263193 -1.153 0.751 0.006
H 0.872841 0.439203 2.124386 0.418 0.308 -1.934
H -1.604268 1.617731 -3.097578 -0.844 -1.871 -1.054
H -0.296646 2.797181 -2.750083 -1.438 0.293 0.029
H -2.044385 2.976379 -1.951839 -0.407 0.495 0.540

---

(6)
26
Properties=species:S:1:pos:R:3:forces:R:3 method="wB97M-V/def2-TZVPD" relative_energy_ev=9.092 total_charge=+2 orbital_gap_ev=1.471 homo_ha=-0.5247 e_lumo_ev=-12.8
Y -3.057970 -5.747158 0.213616 0.486 1.329 0.463
Cl -2.219390 -1.944345 1.955568 -0.290 -1.243 -0.569
O 1.377595 -3.956563 -1.811891 1.283 0.542 -0.749
C 2.448574 -3.828991 -2.417341 0.201 2.024 1.939
O 3.276415 -2.725603 -2.273267 -0.568 -2.374 -1.824
C 2.932370 -1.662983 -1.414505 -1.598 -0.443 1.519
C 3.679174 -0.405076 -1.726289 0.721 -0.371 -0.522
C 2.986956 -4.894580 -3.282816 -0.390 -0.877 -0.708
H 3.118178 -2.074357 -0.422357 0.296 0.476 0.380
H 1.846946 -1.565961 -1.437664 -0.139 0.372 -0.197
H 3.528261 0.405231 -1.013042 -0.292 -0.238 0.024
H 3.436550 -0.068902 -2.734371 -0.020 0.137 0.067
H 4.740115 -0.654506 -1.709253 0.128 0.204 -0.065
H 4.002121 -5.256978 -3.120973 -0.047 0.423 0.460
H 2.942853 -4.636915 -4.341007 -0.087 0.296 0.014
H 2.271593 -5.700162 -3.117368 0.311 -0.270 -0.253
C -4.240825 4.068097 3.575399 -0.143 -0.640 1.092
C -2.826883 4.125384 3.048978 0.040 -0.376 0.313
O -2.906958 5.071294 2.032882 -0.845 1.459 -1.439
C -4.220180 5.395933 1.780495 -0.262 0.747 -1.855
O -4.638097 6.073264 0.863289 1.353 -0.818 1.250
O -5.046360 4.806921 2.629151 0.631 -0.897 1.370
H -4.255279 4.491203 4.579830 -0.539 0.490 -0.195
H -4.561301 3.033544 3.698224 -0.460 0.157 -0.412
H -2.492910 3.169493 2.645463 0.134 -0.004 -0.067
H -2.121549 4.482716 3.799250 0.094 -0.105 -0.033

---

no.,largest force on an atom (eV Å⁻¹)
1,1.54
2,3.98
3,3.33
4,3.58
5,4.49
6,3.05